(1)
Formula: C5F9NO11S3
Source: the OMol25 dataset
Level of theory: ωB97M-V/def2-TZVPD

```
29
Properties=species:S:1:pos:R:3:forces:R:3:nbo_charge:R:1
O -1.1349 1.0751 4.5542 0.2878 0.0612 -1.1192 -0.523
C -1.0368 1.3303 3.3909 -0.1520 -1.1719 2.4073 0.959
F -0.5258 2.4503 2.9805 -0.0600 0.3351 -0.9371 -0.268
N -1.4641 0.4577 2.3336 -0.0068 1.9233 0.4958 -0.282
O -1.4943 -0.8517 2.7971 0.2086 -0.8051 0.1437 -0.510
S -0.9026 -1.8244 1.5475 -0.3908 0.6555 -0.8598 1.789
O -1.7679 -2.9431 1.5847 -0.4412 -0.7825 0.2780 -0.863
O 0.5400 -2.4746 2.1835 0.3111 0.5831 -0.4604 -0.868
S 1.8836 -1.7983 1.5676 1.7486 0.3602 1.7498 2.256
O 1.9655 -0.4131 1.8563 -1.4279 0.7689 -0.4239 -0.897
O 2.9683 -2.5312 2.1107 -0.0750 -1.3797 -0.1705 -0.898
C 1.9034 -2.0690 -0.2899 0.3596 0.2931 0.2134 0.431
F 2.9725 -2.8102 -0.4971 1.1947 -0.4923 0.0261 -0.290
F 0.8835 -2.7931 -0.6805 -1.4314 -0.2657 -0.1695 -0.289
C 2.0918 -0.7685 -1.1194 -1.2384 -0.0653 0.4912 0.547
F 2.2399 -1.1797 -2.3583 -0.0544 -0.7362 -1.2392 -0.275
F 3.2252 -0.1938 -0.7669 0.8890 0.5499 0.7601 -0.293
C 0.9034 0.2455 -1.0935 0.4106 0.7780 -0.8743 0.926
F 1.0937 1.1810 -0.1852 0.0704 0.2387 1.2907 -0.305
F 0.8664 0.8165 -2.2319 0.1483 0.5016 -1.5620 -0.216
F -0.2529 -0.3645 -0.8887 -0.6032 -0.7025 0.6061 -0.319
C -2.7488 0.8336 1.8239 -0.9147 -1.0308 -2.7434 0.936
O -3.2138 0.3785 0.8274 0.6219 0.1529 1.4883 -0.450
F -3.3995 1.7431 2.5353 0.5347 0.3065 0.4675 -0.302
O -0.4435 3.6152 -5.1262 0.0308 0.0137 0.0195 -1.130
S -1.1212 2.5034 -4.4004 -0.0545 -0.0369 -0.0277 2.560
O -0.4090 1.2164 -4.6785 0.0208 -0.0235 0.0287 -1.144
O -2.5385 2.3958 -4.8501 -0.0002 -0.0034 0.0203 -1.130
O -1.0837 2.7726 -2.9265 0.0136 -0.0259 0.1006 -1.150
```
Forces are in eV/Å.

Output
Charge: -2
Total energy (eV): -86155.99403
E_HOMO (eV): 0.548



(2)
Formula: C5H10
Source: the OMol25 dataset
Level of theory: ωB97M-V/def2-TZVPD

```
15
Properties=species:S:1:pos:R:3:forces:R:3:nbo_charge:R:1
C -1.0086 -1.3891 -1.6554 5.2755 -0.1692 0.6986 -0.331
C 0.1879 -0.6474 -2.1731 -1.0733 -0.3956 -1.1879 -0.430
C -0.0293 -0.2944 -0.6475 -0.1309 2.9911 2.1780 -0.295
C 1.1083 -0.5051 0.3482 -4.9767 -2.3950 -4.2942 -0.103
C 1.3430 0.5465 1.3301 0.9011 1.2545 1.7225 -0.671
H -2.3031 1.6006 2.5671 -1.1015 0.5763 -0.2092 -0.007
H -2.9843 1.9589 2.4382 1.1075 -0.5793 0.2055 0.007
H -2.0081 -1.5249 -2.0142 -0.7953 1.7346 0.1724 0.196
H 1.1400 -1.2236 -2.2037 -0.9412 0.5307 -0.2284 0.214
H 0.2066 0.2452 -2.9612 -0.2073 -1.6884 1.4815 0.177
H -0.5941 0.8080 -0.4576 1.6904 -2.7601 -0.6922 0.182
H 1.0541 -1.7077 0.5176 1.5112 3.0098 -0.2522 0.270
H 0.8344 1.6283 1.1850 1.2104 -2.8555 -0.0861 0.249
H 2.4201 0.6698 1.8745 -2.8198 -0.6574 -1.3421 0.253
H 0.6333 -0.1652 1.8520 0.3498 1.4035 1.8337 0.289
```
Forces are in eV/Å.

Output
Charge: 0
Total energy (eV): -5337.02953
E_HOMO (eV): -6.282
ΔE to the lowest compared entry with this formula, charge and spin (kJ/mol): 987.7



(3)
Formula: C5H10
Source: the OMol25 dataset
Level of theory: ωB97M-V/def2-TZVPD

```
15
Properties=species:S:1:pos:R:3:forces:R:3:nbo_charge:R:1
C -1.0242 1.9466 0.6093 -0.0115 -0.1707 -0.0921 -0.792
C -0.6730 0.9091 1.5965 0.1021 0.3819 -0.1598 -0.019
C 0.9274 -0.3710 -0.6532 0.0942 0.2012 -0.0461 -0.432
C 0.8798 -1.8091 -1.0722 0.0820 -0.1371 -0.1289 -0.422
C -0.0024 -1.3331 0.0463 -0.1508 -0.0603 0.1632 -0.429
H -1.3040 2.7377 1.3402 0.0250 -0.0711 0.0374 0.281
H -0.2442 2.3788 -0.0335 -0.0747 -0.0822 0.1470 0.203
H -1.9350 1.7377 0.0385 0.1006 0.0433 0.1200 0.219
H 0.3963 1.0827 1.8502 -0.1694 -0.0552 -0.0228 0.085
H 0.4910 0.3684 -1.3191 0.0626 -0.1557 0.1031 0.212
H 1.8065 -0.0238 -0.1166 -0.1480 -0.0775 -0.0828 0.214
H 1.7267 -2.4412 -0.8204 -0.1535 0.1139 -0.0316 0.213
H 0.4094 -2.0444 -2.0226 0.0757 0.0440 0.1675 0.213
H 0.2409 -1.6386 1.0590 -0.0245 0.0443 -0.1834 0.228
H -1.0684 -1.2461 -0.1410 0.1901 -0.0187 0.0093 0.225
```
Forces are in eV/Å.

Output
Charge: 0
Total energy (eV): -5342.06585
E_HOMO (eV): -8.516
ΔE to the lowest compared entry with this formula, charge and spin (kJ/mol): 501.7



(4)
Formula: C5H10
Source: the OMol25 dataset
Level of theory: ωB97M-V/def2-TZVPD

```
15
Properties=species:S:1:pos:R:3:forces:R:3:nbo_charge:R:1
C -0.4227 1.8531 0.0959 0.3424 0.0506 -0.3301 -0.607
C 0.6640 0.7743 -0.2376 -0.7986 0.7519 0.6403 -0.437
C 0.2319 -0.6057 0.1686 0.4671 -0.3130 -0.7075 0.032
C 0.6700 -1.2297 1.2503 0.0036 -0.5959 0.6664 -0.416
C -0.6124 -1.3443 -0.8568 -0.6711 0.0841 0.4214 -0.656
H 0.0285 2.7018 0.6169 -0.0870 -0.0760 -0.0828 0.211
H -0.8641 2.2277 -0.8288 -0.0730 0.0871 0.0951 0.203
H -1.2343 1.4828 0.7157 0.0337 -0.1975 0.1061 0.211
H 0.8010 0.8138 -1.3133 0.2913 -0.1892 -0.1470 0.207
H 1.5962 1.0765 0.2398 0.0250 -0.2527 0.0199 0.211
H 0.4028 -2.2699 1.4537 -0.1700 0.2653 -0.1511 0.189
H 1.3103 -0.8129 2.0232 0.0161 0.3341 -0.3525 0.196
H -1.0047 -0.6791 -1.6317 0.3770 -0.1327 -0.0844 0.210
H -0.0635 -2.1840 -1.2700 0.2353 0.1171 -0.4081 0.226
H -1.5031 -1.8043 -0.4259 0.0082 0.0669 0.3141 0.220
```
Forces are in eV/Å.

Output
SMILES: C=C(C)CC
Charge: 0
Total energy (eV): -5346.37447
E_HOMO (eV): -9.188
ΔE to the lowest compared entry with this formula, charge and spin (kJ/mol): 86.0



(5)
Formula: C5H10
Source: the OMol25 dataset
Level of theory: ωB97M-V/def2-TZVPD

```
15
Properties=species:S:1:pos:R:3:forces:R:3:nbo_charge:R:1
C -0.0502 -1.2984 -0.9537 -1.8400 -1.6472 2.5199 -0.469
C -0.5978 -0.4424 -0.0627 3.6144 3.2840 -1.6305 0.069
C -1.6153 -0.7893 0.9225 -2.6637 0.2906 -0.6366 -0.688
C 1.6645 1.0755 -0.3168 0.4817 -0.6684 1.3948 -0.638
C 0.2184 1.2961 0.1198 -1.5097 -2.0683 -4.4861 -0.372
H 0.6958 -1.1163 -1.7000 0.2239 0.2204 -0.0461 0.210
H -0.3457 -2.4170 -0.7280 0.4720 2.1036 -1.0784 0.190
H -2.3831 0.0720 1.1151 1.2167 -1.6795 -0.6142 0.224
H -2.0827 -1.7064 0.4759 -0.3545 0.9022 0.6164 0.224
H -1.2961 -1.1074 1.8831 0.8490 0.0003 0.9726 0.226
H 1.5683 0.7771 -1.3590 0.6733 0.4236 -0.1640 0.208
H 2.3980 1.9210 -0.1183 -1.1292 -0.8136 -0.5502 0.216
H 2.0669 0.1677 0.2145 -0.2184 0.9047 -0.4396 0.209
H -0.2228 2.1404 -0.6020 0.3682 -2.0442 1.8168 0.204
H -0.0182 1.4273 1.1097 -0.1836 0.7919 2.3253 0.187
```
Forces are in eV/Å.

Output
Charge: 0
Total energy (eV): -5344.34606
E_HOMO (eV): -9.306
ΔE to the lowest compared entry with this formula, charge and spin (kJ/mol): 281.7



(6)
Formula: C5H10
Source: the OMol25 dataset
Level of theory: ωB97M-V/def2-TZVPD

```
15
Properties=species:S:1:pos:R:3:forces:R:3:nbo_charge:R:1
C 2.0451 -0.0224 0.0584 0.0336 -0.0037 -0.0454 -0.763
C 1.1089 1.0020 0.5928 0.4932 -0.0619 0.2371 -0.110
C -0.8392 -0.6371 0.4718 -0.0471 -0.1397 0.0733 -0.391
C -1.9553 -0.3732 -0.4668 -0.4172 -0.2239 -0.1239 -0.428
C -0.8643 0.6497 -0.3952 0.0200 0.2900 -0.1640 -0.430
H 2.9821 0.4250 0.4324 0.0831 -0.0454 -0.0105 0.266
H 2.0173 -1.0633 0.4140 -0.0433 0.1693 0.0371 0.181
H 2.1262 -0.0137 -1.0361 0.0120 0.0651 0.1916 0.209
H 0.8164 0.7143 1.6185 0.2013 -0.0081 -0.0736 0.099
H -0.1361 -1.4302 0.2279 -0.1501 0.3036 -0.0683 0.221
H -1.0440 -0.5628 1.5377 0.0438 0.1669 -0.2771 0.224
H -2.9056 -0.0704 -0.0469 -0.0287 -0.1699 -0.0702 0.216
H -1.9945 -0.9486 -1.3826 -0.1346 -0.0468 0.1063 0.215
H -1.1203 1.6047 0.0457 0.0295 -0.2350 -0.0053 0.249
H -0.2376 0.7261 -1.2766 -0.0955 -0.0603 0.1929 0.240
```
Forces are in eV/Å.

Output
Charge: 0
Total energy (eV): -5341.80915
E_HOMO (eV): -7.790
ΔE to the lowest compared entry with this formula, charge and spin (kJ/mol): 526.5